(1)
C34H52N3O2PPtSe | the ωB97M-V functional and the def2-TZVPD basis

Output
**E_LUMO**: 0.01301 Ha

Geometry as ORCA input:
```
! wB97M-V def2-TZVPD RIJCOSX def2/J DEFGRID3
* xyz 0 1
Pt -0.19 1.12 1.18
C 6.28 4.17 0.91
C 5.20 5.11 0.37
C 5.64 5.60 -1.01
C 5.09 6.31 1.33
C 3.84 4.42 0.27
C 3.63 3.11 0.63
C 2.36 2.56 0.54
Se 2.11 0.66 0.76
C 2.26 0.11 2.59
C 3.52 0.01 3.18
C 3.66 -0.57 4.42
C 2.49 -1.08 5.01
C 1.23 -1.03 4.45
C 1.09 -0.41 3.17
O -0.10 -0.33 2.58
C 0.01 -1.58 5.19
C -0.70 -2.66 4.35
C 0.38 -2.22 6.53
C -0.95 -0.42 5.49
C 4.99 -0.69 5.15
C 4.92 0.06 6.49
C 6.14 -0.10 4.33
C 5.31 -2.17 5.41
C 1.24 3.26 0.06
O 0.03 2.70 -0.07
C 1.46 4.61 -0.34
C 2.74 5.13 -0.22
C 0.30 5.47 -0.86
C 0.77 6.85 -1.32
C -0.70 5.67 0.28
C -0.37 4.79 -2.07
H 7.23 4.70 0.97
H 6.04 3.81 1.91
H 6.42 3.31 0.26
H 6.61 6.09 -0.95
H 5.72 4.77 -1.71
H 4.93 6.32 -1.42
H 6.06 6.81 1.42
H 4.37 7.04 0.97
H 4.78 5.99 2.32
H 4.44 2.49 0.99
H 4.37 0.40 2.64
H 2.59 -1.55 5.98
H -0.02 -3.50 4.16
H -1.57 -3.04 4.89
H -1.02 -2.27 3.39
H 1.04 -3.08 6.40
H 0.85 -1.52 7.21
H -0.54 -2.58 7.01
H -1.19 0.13 4.58
H -1.87 -0.79 5.94
H -0.48 0.28 6.19
H 4.70 1.11 6.32
H 4.14 -0.35 7.13
H 5.87 -0.02 7.02
H 5.99 0.96 4.14
H 7.08 -0.21 4.88
H 6.26 -0.61 3.37
H 4.55 -2.64 6.04
H 5.35 -2.73 4.48
H 6.27 -2.27 5.92
H 2.90 6.15 -0.52
H 1.22 7.42 -0.50
H 1.48 6.79 -2.14
H -0.10 7.41 -1.67
H -0.26 6.28 1.07
H -1.60 6.18 -0.09
H -0.99 4.71 0.70
H 0.34 4.67 -2.88
H -0.76 3.81 -1.81
H -1.19 5.42 -2.43
C -5.22 1.85 0.11
N -4.72 2.78 1.12
C -5.14 2.30 2.44
N -4.74 0.93 2.73
C -5.24 0.06 1.67
N -4.82 0.46 0.32
C -3.38 0.29 0.14
P -2.42 1.31 1.33
C -3.26 2.92 1.04
C -3.28 0.81 2.87
H -4.88 2.17 -0.88
H -6.31 1.89 0.13
H -6.23 2.35 2.48
H -4.73 2.96 3.20
H -6.33 0.08 1.70
H -4.90 -0.96 1.85
H -3.10 0.57 -0.88
H -3.11 -0.77 0.26
H -2.97 3.31 0.07
H -2.92 3.64 1.79
H -2.94 1.45 3.69
H -3.01 -0.21 3.12
*
```

(2)
C3H6NOP | the ωB97M-V functional and the def2-TZVPD basis

Output
**E_LUMO (spin up / spin down)**: -0.01994 / 0.01415 Ha

Geometry as ORCA input:
```
! wB97M-V def2-TZVPD RIJCOSX def2/J DEFGRID3
* xyz 0 1
C -1.93 -0.92 -0.33
C -1.05 0.46 0.31
C 1.10 -0.39 0.56
N -1.56 -1.98 0.10
O 0.30 0.44 -0.09
P 2.77 -0.42 -0.15
H -2.82 -0.57 -0.77
H -1.46 1.31 -0.04
H -1.30 0.32 1.32
H 0.89 -0.59 1.66
H 2.83 -1.83 -0.58
H 3.27 -0.72 1.25
*
```

(3)
C6H6N2 | the ωB97M-V functional and the def2-TZVPD basis

Output
**E_LUMO**: 0.02643 Ha

Geometry as ORCA input:
```
! wB97M-V def2-TZVPD RIJCOSX def2/J DEFGRID3
* xyz 0 1
C 1.24 0.21 1.73
C 1.52 0.36 -1.02
C 0.39 0.28 -1.70
C 0.96 0.54 0.38
C -0.41 0.24 -0.38
C -1.62 -1.23 0.07
N 1.33 -0.07 2.86
N -0.23 1.47 0.27
H 2.60 0.44 -1.25
H 0.02 0.28 -2.66
H -1.14 -2.10 -0.37
H -2.45 -0.83 -0.37
H -1.65 -1.09 1.18
H -0.56 1.51 1.25
*
```

(4)
C6H11N | the ωB97M-V functional and the def2-TZVPD basis

Output
**E_LUMO**: 0.03414 Ha

Geometry as ORCA input:
```
! wB97M-V def2-TZVPD RIJCOSX def2/J DEFGRID3
* xyz 0 1
C 0.00 1.77 1.62
C 0.70 0.92 0.53
C -0.17 0.47 -0.61
C -0.42 -1.06 -0.43
C -0.66 -1.76 -1.77
C 0.68 -1.62 0.46
N 1.20 -0.55 1.00
H 0.62 1.91 2.51
H -0.25 2.79 1.27
H -0.94 1.31 1.93
H 1.59 1.49 0.19
H 1.89 -0.30 1.66
H -1.12 1.00 -0.65
H 0.36 0.61 -1.56
H -1.33 -1.21 0.19
H -1.54 -1.33 -2.27
H 0.20 -1.62 -2.44
H -0.83 -2.83 -1.64
*
```

(5)
C37H99N7O10V | the ωB97M-V functional and the def2-TZVPD basis

Output
**E_LUMO (spin up / spin down)**: -0.06650 / -0.06408 Ha
**<S²>**: 2.01

Geometry as ORCA input:
```
! wB97M-V def2-TZVPD RIJCOSX def2/J DEFGRID3
* xyz 1 3
V -2.22 -0.70 1.08
C -3.06 2.32 3.30
C -3.05 0.89 3.73
C -4.37 0.50 4.69
O -2.96 0.03 2.60
H -3.85 2.55 2.54
H -2.17 2.46 2.73
H -3.15 2.96 4.17
H -2.16 0.79 4.39
H -5.04 -0.23 4.19
H -5.06 1.31 4.96
H -4.21 0.03 5.61
C 0.89 1.13 -0.41
C 0.64 -0.29 0.00
C 1.22 -0.58 1.45
O -0.95 -0.61 -0.15
H 0.17 1.87 0.05
H 0.82 1.24 -1.52
H 1.93 1.40 -0.18
H 1.14 -0.94 -0.76
H 0.73 0.17 2.11
H 2.29 -0.35 1.56
H 1.10 -1.61 1.73
C -2.01 -4.75 0.20
C -3.07 -3.68 0.59
C -4.36 -4.15 1.12
O -5.11 -3.03 1.44
C -6.31 -3.53 2.09
N -2.66 -2.65 1.58
H -2.47 -5.44 -0.53
H -1.59 -5.33 1.07
H -1.17 -4.38 -0.35
H -3.30 -3.14 -0.35
H -4.31 -4.74 2.02
H -4.89 -4.72 0.29
H -6.90 -4.23 1.51
H -6.99 -2.70 2.42
H -5.97 -4.14 2.95
H -3.37 -2.48 2.29
H -1.72 -2.97 1.95
C 4.31 -2.13 3.16
C 3.33 -3.29 2.95
C 3.55 -3.95 1.54
O 3.15 -2.92 0.66
C 3.92 -2.78 -0.53
N 3.33 -4.19 4.07
H 4.21 -1.53 4.07
H 4.10 -1.47 2.30
H 5.39 -2.32 3.03
H 2.33 -2.84 2.99
H 2.99 -4.87 1.35
H 4.61 -4.15 1.33
H 5.01 -2.77 -0.33
H 3.72 -1.82 -0.98
H 3.68 -3.52 -1.28
H 2.86 -5.06 3.81
H 4.27 -4.40 4.46
C 1.15 -1.02 -3.98
C -0.23 -1.56 -4.19
C -1.04 -0.79 -5.21
O -1.21 0.55 -4.80
C -1.56 1.35 -5.85
N -0.03 -2.92 -4.65
H 1.62 -1.08 -4.93
H 1.73 -1.58 -3.23
H 1.09 0.07 -3.70
H -0.83 -1.44 -3.27
H -2.01 -1.22 -5.41
H -0.47 -0.93 -6.12
H -1.72 2.36 -5.46
H -2.52 0.95 -6.30
H -0.83 1.41 -6.66
H -0.90 -3.46 -4.52
H 0.71 -3.36 -4.12
C -5.00 -1.52 -1.90
C -3.82 -0.68 -1.45
C -3.60 0.43 -2.44
O -2.97 1.59 -1.88
C -2.90 2.55 -2.93
N -3.83 -0.11 -0.03
H -5.07 -1.49 -2.98
H -5.87 -1.05 -1.45
H -5.00 -2.49 -1.50
H -2.93 -1.23 -1.59
H -4.54 0.74 -2.84
H -2.96 0.00 -3.20
H -2.08 2.41 -3.57
H -2.93 3.52 -2.47
H -3.80 2.49 -3.64
H -4.71 -0.48 0.32
H -4.00 0.93 -0.07
C -1.82 -2.28 5.04
C -0.82 -3.47 5.06
C -0.69 -4.12 3.68
O 0.32 -5.13 3.64
C 0.09 -6.21 4.54
N 0.45 -3.10 5.58
H -2.80 -2.64 4.68
H -1.49 -1.40 4.50
H -2.07 -1.98 6.08
H -1.33 -4.15 5.76
H -0.32 -3.38 2.96
H -1.66 -4.53 3.41
H -0.90 -6.65 4.44
H 0.31 -5.86 5.57
H 0.84 -6.91 4.29
H 1.26 -3.33 5.03
H 0.45 -2.28 6.16
C 1.23 3.11 -4.03
C 2.71 3.11 -4.32
C 3.30 1.94 -5.14
O 4.72 1.93 -5.16
C 5.27 0.88 -4.39
N 2.98 4.36 -5.02
H 0.82 2.27 -3.48
H 0.75 3.17 -5.01
H 1.00 4.00 -3.39
H 3.23 3.08 -3.31
H 2.80 1.93 -6.12
H 2.97 1.01 -4.68
H 4.68 -0.04 -4.55
H 5.14 1.19 -3.34
H 6.32 0.75 -4.56
H 2.74 5.21 -4.52
H 3.95 4.36 -5.35
C 5.37 3.95 -1.08
C 4.05 3.94 -0.34
C 4.18 4.15 1.12
O 2.92 4.01 1.81
C 3.05 4.25 3.20
N 3.21 4.89 -1.06
H 5.99 3.12 -0.87
H 5.88 4.91 -1.01
H 5.16 3.97 -2.14
H 3.63 2.89 -0.46
H 4.65 5.10 1.45
H 4.90 3.38 1.59
H 3.70 3.49 3.67
H 2.06 4.07 3.63
H 3.31 5.29 3.44
H 3.76 5.61 -1.50
H 2.44 5.30 -0.54
C -1.30 5.96 -0.99
C -0.44 4.93 -0.24
C 0.30 5.73 0.85
O -1.20 3.91 0.36
H -1.64 6.61 -0.13
H -2.21 5.61 -1.49
H -0.61 6.49 -1.69
H 0.26 4.48 -0.94
H -0.35 5.96 1.71
H 0.66 6.71 0.44
H 1.11 5.14 1.19
H -1.38 4.17 1.26
*
```

| no. | molar mass (g/mol) |
| --- | --- |
| 1 | 839.8 |
| 2 | 103.1 |
| 3 | 106.1 |
| 4 | 97.2 |
| 5 | 853.2 |